DFT (ωB97M-V with the def2-TZVPD basis set) results for 2 unconnected molecules or ions with the total composition C4H5NO2.

Element x y z (Å)
O (-2.822, 0.978, 0.525)
C (-1.831, 0.307, 0.654)
C (-0.436, 0.815, 0.313)
C (-0.112, 0.343, -1.092)
O (0.135, -0.811, -1.355)
H (-1.885, -0.748, 0.987)
H (-0.439, 1.906, 0.371)
H (0.309, 0.391, 0.996)
H (-0.147, 1.105, -1.893)
C (2.412, -1.453, 0.148)
N (2.689, -0.681, 0.959)
H (2.127, -2.151, -0.612)

Properties
F_max ... 1.13 eV/A
E ... -360.59865 hartree
E_HOMO ... -10.23 eV
Total charge ... 0
Frontier orbital gap ... 10.6 eV

Here are the natural (NBO) charges for atoms 1 to 8, given in e: -0.499, 0.450, -0.633, 0.463, -0.538, 0.124, 0.240, 0.268

DFT (ωB97M-V with the def2-TZVPD basis set) results for a molecular structure, C4H5NO2.

Element x y z (Å)
O (1.250, 2.325, 0.354)
C (0.543, 1.323, 0.401)
N (1.094, 0.056, 0.178)
C (0.358, -0.983, -0.489)
C (-0.999, -1.154, 0.103)
O (-1.557, -0.262, 0.726)
C (-0.821, 1.478, 0.847)
H (2.065, 0.137, -0.089)
H (0.901, -1.932, -0.424)
H (0.164, -0.806, -1.568)
H (-1.537, -2.096, -0.106)
H (-1.461, 1.913, 0.068)

Properties
F_max ... 0.59 eV/A
E ... -360.52034 hartree
E_HOMO ... -8.40 eV
Total charge ... 0
Frontier orbital gap ... 8.1 eV

Here are the natural (NBO) charges for atoms 1 to 8, given in e: -0.615, 0.509, -0.645, -0.327, 0.477, -0.418, -0.170, 0.405